ORCA calculation (wB97M-V/def2-TZVPD) on a 3-piece molecular cluster, C15H19F3IN2O7PS3 overall in a non-equilibrium geometry.

Positions of all 51 atoms, in Å:
O1 -5.11 -4.50 0.86
P1 -4.10 -4.93 -0.30
O2 -3.63 -6.60 -0.08
O3 -4.87 -4.64 -1.83
C1 -2.59 -3.72 -0.15
C2 -2.62 -2.19 -0.81
C3 -1.37 -1.10 -0.68
C4 -1.52 0.37 -1.38
F1 -1.82 1.45 -0.41
F2 -0.30 0.63 -2.21
F3 -2.65 0.24 -2.37
C5 0.02 -1.53 0.12
I1 1.77 -0.24 0.41
C6 0.03 -3.08 0.73
N1 1.29 -3.53 1.45
S1 0.82 -5.19 1.87
N2 -0.84 -5.49 1.31
C7 -1.22 -4.17 0.63
H1 -3.28 -6.76 0.86
H2 -4.12 -4.40 -2.47
H3 -3.62 -1.93 -1.40
O4 4.82 -1.32 -1.20
S2 5.68 -2.11 -0.35
O5 5.79 -3.55 -0.48
C8 7.31 -1.41 -0.39
C9 7.30 -0.37 0.72
C10 6.59 -1.03 1.90
C11 5.32 -1.70 1.35
H4 7.51 -0.98 -1.37
H5 8.03 -2.21 -0.17
H6 8.32 -0.06 0.99
H7 6.74 0.52 0.40
H8 7.24 -1.79 2.35
H9 6.34 -0.31 2.68
H10 5.08 -2.61 1.91
H11 4.47 -1.01 1.37
O6 -4.74 7.68 -0.21
S3 -4.02 6.65 0.51
O7 -3.58 6.83 1.88
C12 -4.94 5.13 0.40
C13 -4.43 4.48 -0.88
C14 -2.92 4.67 -0.86
C15 -2.64 6.12 -0.48
H12 -6.02 5.35 0.37
H13 -4.70 4.53 1.28
H14 -4.71 3.42 -0.93
H15 -4.86 4.98 -1.75
H16 -2.48 4.00 -0.11
H17 -2.47 4.42 -1.82
H18 -1.72 6.22 0.09
H19 -2.59 6.76 -1.37

Results
LUMO energy: -0.0989 Ha
highest occupied orbital energy: -9.27 eV
E: -3352.01333 hartree
ΔE to the lowest compared entry with this formula, charge and spin: 1177.3 kJ/mol
HOMO-LUMO gap: 6.57 eV
SMILES: O=P(O)(O)c1cc(C(F)(F)F)c(I)c2nsnc12.O=S1(=O)CCCC1.O=S1(=O)CCCC1

---

ORCA calculation (wB97M-V/def2-TZVPD) on C15H19N2O4PdS as an isolated structure in a non-equilibrium geometry.

Positions of all 42 atoms, in Å:
Pd1 -0.49 0.84 0.33
O1 1.96 2.93 2.39
S1 0.94 2.18 1.70
O2 0.73 2.64 0.28
O3 -0.39 2.20 2.36
O4 1.32 0.71 1.56
C1 -2.74 0.60 4.91
C2 -2.50 0.21 3.48
C3 -1.61 -0.80 3.14
C4 -1.41 -1.13 1.82
N1 -2.04 -0.53 0.79
C5 -2.90 0.46 1.13
C6 -3.16 0.84 2.43
H1 -2.06 0.08 5.58
H2 -3.77 0.37 5.20
H3 -2.60 1.68 5.03
H4 -1.05 -1.32 3.91
H5 -0.74 -1.94 1.54
H6 -3.44 0.91 0.30
H7 -3.86 1.64 2.62
C7 3.21 -0.21 -1.53
N2 2.62 -1.52 -1.78
C8 3.30 -2.55 -1.01
C9 1.18 -1.54 -1.48
C10 0.42 -0.55 -2.34
C11 0.52 -0.67 -3.72
C12 -0.07 0.26 -4.56
C13 -0.80 1.30 -4.01
C14 -0.94 1.40 -2.63
C15 -0.34 0.48 -1.77
H8 4.29 -0.27 -1.65
H9 2.98 0.17 -0.53
H10 2.82 0.51 -2.26
H11 4.35 -2.57 -1.30
H12 2.86 -3.52 -1.23
H13 3.23 -2.37 0.08
H14 0.99 -1.31 -0.42
H15 0.83 -2.56 -1.68
H16 1.11 -1.48 -4.14
H17 0.05 0.18 -5.64
H18 -1.26 2.05 -4.66
H19 -1.52 2.22 -2.23

Results
LUMO energy (alpha / beta): 0.1086 / 0.0765 Ha
highest occupied orbital energy (alpha / beta): -3.80 / -5.43 eV
E: -1519.50627 hartree
total charge: -1
ΔE to the lowest compared entry with this formula, charge and spin: 50.0 kJ/mol
HOMO-LUMO gap (alpha / beta): 6.76 / 7.52 eV
multiplicity: 3
<S²>: 2.011

---

ORCA calculation (wB97M-V/def2-TZVPD) on one molecule with the formula C15H19N3O3S in a non-equilibrium geometry.

Positions of all 41 atoms, in Å:
C1 1.27 -3.95 2.59
C2 1.92 -3.43 1.35
C3 1.03 -2.37 0.66
C4 -0.43 -2.76 0.57
C5 -1.21 -1.85 -0.39
C6 -1.71 -0.53 0.23
O1 -2.88 -0.50 0.61
N1 -0.87 0.63 0.33
S1 0.53 0.76 -0.59
C7 0.24 2.30 -1.38
N2 0.71 2.69 -2.62
C8 1.31 1.85 -3.52
O2 1.23 2.27 -4.65
O3 1.94 0.74 -3.09
C9 2.26 -0.18 -4.14
N3 -0.50 3.27 -0.85
C10 -1.08 3.13 0.39
C11 -1.62 4.26 0.97
C12 -2.20 4.25 2.21
C13 -2.28 3.03 2.90
C14 -1.87 1.84 2.26
C15 -1.27 1.84 0.99
H1 0.47 -4.64 2.36
H2 0.91 -3.15 3.18
H3 2.06 -4.51 3.17
H4 2.87 -2.91 1.60
H5 2.19 -4.31 0.69
H6 1.05 -1.40 1.18
H7 1.46 -2.21 -0.32
H8 -0.87 -2.65 1.58
H9 -0.61 -3.81 0.22
H10 -0.65 -1.68 -1.31
H11 -2.06 -2.42 -0.67
H12 0.23 3.49 -3.02
H13 3.13 0.19 -4.70
H14 2.56 -1.12 -3.69
H15 1.39 -0.37 -4.82
H16 -1.53 5.18 0.42
H17 -2.53 5.19 2.66
H18 -2.63 2.98 3.91
H19 -1.94 0.89 2.74

Results
LUMO energy: 0.0070 Ha
highest occupied orbital energy: -8.07 eV
E: -1371.14653 hartree
ΔE to the lowest compared entry with this formula, charge and spin: 266.4 kJ/mol
HOMO-LUMO gap: 8.26 eV
SMILES: CCCCCC(=O)N1SC(NC(=O)OC)=Nc2ccccc21

---

ORCA calculation (wB97M-V/def2-TZVPD) on C15H19N3O4PdS3 as an isolated structure in a non-equilibrium geometry.

Positions of all 45 atoms, in Å:
Pd1 -1.65 -0.01 0.33
C1 6.87 -0.53 1.62
C2 5.39 -0.48 1.48
C3 4.75 -1.29 0.54
C4 3.38 -1.23 0.36
C5 2.64 -0.34 1.13
C6 3.24 0.46 2.08
C7 4.61 0.39 2.25
S1 0.90 -0.20 0.71
O1 0.01 -0.27 1.87
O2 0.58 -1.19 -0.31
N1 0.70 1.24 -0.01
C8 0.66 2.40 0.69
C9 -0.92 3.14 0.49
O3 -0.84 4.31 0.38
O4 -1.79 2.27 0.51
H1 7.28 -1.43 1.17
H2 7.18 -0.46 2.66
H3 7.32 0.33 1.10
H4 5.34 -1.97 -0.06
H5 2.90 -1.85 -0.38
H6 2.65 1.15 2.68
H7 5.08 1.02 2.99
H8 1.31 3.18 0.30
H9 0.68 2.33 1.78
C10 -4.63 2.30 0.47
S2 -4.16 0.69 -0.19
C11 -5.38 -0.34 0.67
H10 -5.62 2.55 0.10
H11 -3.92 3.03 0.11
H12 -4.62 2.28 1.56
H13 -5.22 -0.29 1.74
H14 -5.27 -1.37 0.32
H15 -6.38 0.03 0.42
S3 -2.22 -2.30 0.21
C12 -2.20 -1.90 -1.47
N2 -1.08 -2.09 -2.25
C13 -1.15 -1.97 -3.59
C14 -2.35 -1.66 -4.19
C15 -3.43 -1.40 -3.34
N3 -3.34 -1.52 -2.03
H16 -0.19 -2.23 -1.77
H17 -0.24 -2.13 -4.15
H18 -2.44 -1.59 -5.26
H19 -4.40 -1.10 -3.72

Results
LUMO energy (alpha / beta): -0.2754 / -0.3826 Ha
highest occupied orbital energy (alpha / beta): -14.19 / -14.35 eV
E: -2369.88975 hartree
total charge: +2
ΔE to the lowest compared entry with this formula, charge and spin: 221.0 kJ/mol
HOMO-LUMO gap (alpha / beta): 6.69 / 3.94 eV
multiplicity: 5
<S²>: 6.024

---

ORCA calculation (wB97M-V/def2-TZVPD) on C15H19N3O6PSSe4Zr as an isolated structure.

Positions of all 50 atoms, in Å:
Zr1 -0.26 1.56 -1.08
O1 1.91 -2.09 -1.10
C1 1.50 -0.94 -1.27
N1 0.30 -0.54 -1.71
C2 -0.51 -1.62 -2.26
C3 -1.33 -2.49 -1.33
C4 -1.43 -3.85 -1.62
C5 -2.28 -4.65 -0.89
C6 -3.01 -4.07 0.14
C7 -2.84 -2.72 0.37
N2 -2.01 -1.94 -0.33
C8 2.49 0.21 -1.13
C9 3.84 -0.06 -0.95
C10 4.73 0.99 -1.00
C11 4.26 2.27 -1.25
C12 2.90 2.46 -1.42
N3 2.05 1.44 -1.36
H1 -1.21 -1.18 -2.98
H2 0.15 -2.29 -2.80
H3 -0.84 -4.26 -2.43
H4 -2.37 -5.70 -1.11
H5 -3.71 -4.64 0.73
H6 -3.41 -2.22 1.15
H7 4.13 -1.09 -0.79
H8 5.80 0.82 -0.87
H9 4.93 3.12 -1.31
H10 2.46 3.43 -1.61
Se1 -4.24 -0.47 -2.83
Se2 -2.87 0.91 -1.59
Se3 -2.05 2.76 -2.85
Se4 -0.13 1.88 -3.80
C13 1.25 0.37 2.84
P1 -0.43 0.58 2.24
C14 -1.20 1.97 3.08
C15 -1.34 -0.81 2.95
O2 -0.56 0.38 0.75
H11 1.23 0.09 3.89
H12 1.82 1.29 2.71
H13 1.71 -0.44 2.26
H14 -1.22 1.70 4.14
H15 -2.22 2.06 2.71
H16 -0.68 2.91 2.94
H17 -1.28 -0.83 4.04
H18 -0.96 -1.74 2.53
H19 -2.39 -0.72 2.65
O3 -0.16 4.96 1.09
S1 -0.14 3.73 0.36
O4 -1.46 3.00 0.29
O5 0.28 3.80 -1.09
O6 0.80 2.68 0.89

Results
LUMO energy: 0.0891 Ha
highest occupied orbital energy: -4.00 eV
E: -11591.41614 hartree
total charge: -1
ΔE to the lowest compared entry with this formula, charge and spin: 209.0 kJ/mol
HOMO-LUMO gap: 6.42 eV

---

ORCA calculation (wB97M-V/def2-TZVPD) on C15H19N3O6PSSe4Zr as an isolated structure.

Positions of all 50 atoms, in Å:
Zr1 0.06 -0.13 -0.65
O1 -4.03 -0.90 -1.91
C1 -2.81 -0.89 -1.81
N1 -2.09 -0.77 -0.70
C2 -2.88 -0.57 0.49
C3 -2.05 -0.90 1.69
C4 -2.63 -1.21 2.91
C5 -1.83 -1.56 3.98
C6 -0.45 -1.59 3.79
C7 0.05 -1.26 2.55
N2 -0.73 -0.90 1.52
C8 -1.95 -1.12 -3.03
C9 -2.56 -1.39 -4.25
C10 -1.76 -1.68 -5.34
C11 -0.39 -1.69 -5.16
C12 0.14 -1.39 -3.92
N3 -0.63 -1.09 -2.87
H1 -3.23 0.47 0.57
H2 -3.77 -1.21 0.48
H3 -3.71 -1.19 3.01
H4 -2.26 -1.81 4.94
H5 0.22 -1.89 4.58
H6 1.11 -1.29 2.35
H7 -3.64 -1.38 -4.29
H8 -2.20 -1.89 -6.30
H9 0.28 -1.93 -5.98
H10 1.20 -1.39 -3.75
Se1 2.47 0.09 -2.08
Se2 4.04 -1.11 -0.87
Se3 2.77 -2.66 0.52
Se4 0.81 -2.85 -0.67
C13 1.21 2.76 2.29
P1 2.29 1.55 1.51
C14 3.39 2.43 0.42
C15 3.29 0.81 2.81
O2 1.50 0.46 0.82
H11 1.79 3.42 2.93
H12 0.45 2.24 2.87
H13 0.74 3.30 1.47
H14 3.93 3.21 0.97
H15 2.77 2.88 -0.36
H16 4.09 1.73 -0.02
H17 3.92 1.56 3.28
H18 3.91 0.04 2.34
H19 2.64 0.35 3.55
O3 -0.45 1.47 -2.00
S1 -0.72 2.55 -0.94
O4 -1.88 3.33 -1.26
O5 0.49 3.35 -0.74
O6 -0.93 1.64 0.26

Results
LUMO energy: 0.0860 Ha
highest occupied orbital energy: -3.99 eV
E: -11591.49576 hartree
total charge: -1
ΔE to the lowest compared entry with this formula, charge and spin: 0.0 kJ/mol
HOMO-LUMO gap: 6.33 eV

---

ORCA calculation (wB97M-V/def2-TZVPD) on C15H19N3O8Rh as an isolated structure.

Positions of all 46 atoms, in Å:
Rh1 -0.44 0.60 0.99
O1 4.52 0.35 4.25
C1 3.40 0.35 3.52
C2 2.76 -0.84 3.13
C3 1.61 -0.73 2.38
N1 1.15 0.47 2.06
C4 1.74 1.62 2.39
C5 2.89 1.60 3.14
C6 0.97 2.85 1.89
O2 1.39 3.95 2.09
O3 -0.15 2.54 1.26
C7 0.75 -1.85 1.81
O4 1.16 -2.99 1.78
O5 -0.39 -1.43 1.33
H1 4.79 -0.54 4.49
H2 3.14 -1.82 3.39
H3 3.38 2.51 3.43
C8 3.06 -1.07 -0.97
N2 1.78 -1.66 -1.36
C9 1.85 -2.99 -1.98
C10 0.64 -1.09 -1.05
O6 0.67 0.09 -0.56
C11 -0.65 -1.82 -1.43
O7 -1.77 -1.20 -0.90
C12 -2.55 -0.40 -1.75
C13 -2.85 0.88 -0.99
O8 -2.21 1.17 0.04
N3 -3.80 1.70 -1.43
C14 -4.10 2.94 -0.71
C15 -4.63 1.44 -2.60
H4 3.64 -0.85 -1.87
H5 3.61 -1.79 -0.36
H6 2.90 -0.16 -0.41
H7 2.82 -3.09 -2.44
H8 1.09 -3.10 -2.75
H9 1.72 -3.76 -1.22
H10 -0.60 -2.84 -1.05
H11 -0.68 -1.86 -2.52
H12 -3.48 -0.93 -1.99
H13 -2.04 -0.14 -2.68
H14 -3.29 3.17 -0.03
H15 -5.03 2.83 -0.15
H16 -4.21 3.74 -1.44
H17 -4.38 0.50 -3.08
H18 -4.50 2.25 -3.32
H19 -5.68 1.41 -2.30

Results
LUMO energy: -0.1713 Ha
highest occupied orbital energy: -12.62 eV
E: -1459.54136 hartree
total charge: +1
ΔE to the lowest compared entry with this formula, charge and spin: 0.0 kJ/mol
HOMO-LUMO gap: 7.96 eV

---

ORCA calculation (wB97M-V/def2-TZVPD) on one molecule with the formula C15H19N3OS in a non-equilibrium geometry.

Positions of all 39 atoms, in Å:
C1 1.16 -1.44 -3.34
C2 1.19 -0.31 -2.38
N1 0.94 0.94 -2.65
N2 1.05 1.65 -1.52
C3 1.36 0.82 -0.56
S1 1.63 1.21 1.11
C4 0.66 2.77 1.17
C5 -0.80 2.46 1.15
C6 -1.52 2.57 -0.03
C7 -2.86 2.23 -0.06
C8 -3.49 1.78 1.09
C9 -2.77 1.67 2.27
C10 -1.43 2.00 2.30
N3 1.48 -0.45 -1.05
C11 1.73 -1.64 -0.29
C12 0.43 -2.19 0.31
C13 0.65 -3.33 1.33
C14 -0.44 -4.35 0.97
C15 -1.27 -3.63 -0.10
O1 -0.37 -2.73 -0.72
H1 0.48 -2.20 -2.99
H2 2.16 -1.87 -3.45
H3 0.83 -1.06 -4.31
H4 0.98 3.35 0.31
H5 0.97 3.25 2.10
H6 -1.03 2.90 -0.93
H7 -3.42 2.31 -0.98
H8 -4.54 1.51 1.07
H9 -3.25 1.31 3.17
H10 -0.86 1.91 3.22
H11 2.16 -2.40 -0.95
H12 2.42 -1.40 0.52
H13 -0.12 -1.36 0.79
H14 0.55 -2.95 2.35
H15 1.64 -3.75 1.21
H16 0.00 -5.26 0.56
H17 -1.05 -4.62 1.83
H18 -2.09 -3.07 0.36
H19 -1.67 -4.29 -0.87

Results
LUMO energy: 0.0221 Ha
highest occupied orbital energy: -8.18 eV
E: -1220.67581 hartree
ΔE to the lowest compared entry with this formula, charge and spin: 160.1 kJ/mol
HOMO-LUMO gap: 8.78 eV
SMILES: Cc1nnc(SCc2ccccc2)n1C[C@@H]1CCCO1

---

ORCA calculation (wB97M-V/def2-TZVPD) on one molecule with the formula C15H19N3S.

Positions of all 38 atoms, in Å:
C1 -3.57 -2.04 1.84
C2 -3.27 -1.01 0.80
C3 -4.03 -0.93 -0.35
C4 -3.76 0.04 -1.31
C5 -2.71 0.93 -1.15
C6 -2.41 1.97 -2.19
C7 -1.92 0.83 0.00
N1 -0.88 1.75 0.18
C8 0.35 1.56 0.73
S1 1.31 2.89 0.97
N2 0.72 0.30 1.05
C9 2.05 -0.06 1.51
C10 2.84 -0.73 0.43
C11 2.70 -2.02 -0.05
C12 3.61 -2.18 -1.10
C13 4.27 -0.98 -1.23
N3 3.79 -0.11 -0.32
C14 4.28 1.23 -0.13
C15 -2.22 -0.12 0.97
H1 -3.09 -1.80 2.79
H2 -4.65 -2.12 2.01
H3 -3.22 -3.02 1.52
H4 -4.85 -1.61 -0.51
H5 -4.37 0.09 -2.20
H6 -2.64 2.97 -1.82
H7 -1.36 1.94 -2.48
H8 -3.01 1.80 -3.08
H9 -1.03 2.69 -0.15
H10 0.17 -0.45 0.68
H11 2.54 0.85 1.86
H12 1.93 -0.75 2.35
H13 2.02 -2.76 0.33
H14 3.77 -3.06 -1.69
H15 5.05 -0.70 -1.92
H16 3.45 1.94 -0.02
H17 4.91 1.30 0.76
H18 4.87 1.52 -1.00
H19 -1.65 -0.14 1.89

Results
LUMO energy: 0.0255 Ha
highest occupied orbital energy: -8.09 eV
E: -1145.46058 hartree
ΔE to the lowest compared entry with this formula, charge and spin: 20.2 kJ/mol
HOMO-LUMO gap: 8.78 eV
SMILES: Cc1ccc(C)c(NC(=S)NCc2cccn2C)c1

---

ORCA calculation (wB97M-V/def2-TZVPD) on one molecule with the formula C15H19N5OS.

Positions of all 41 atoms, in Å:
C1 -0.09 -3.67 3.45
O1 0.76 -2.79 2.75
C2 1.13 -1.63 3.45
C3 0.23 -0.42 3.16
N1 -1.08 -0.55 3.75
C4 -2.23 -0.91 3.15
S1 -3.50 -1.48 4.07
N2 -2.44 -0.82 1.81
N3 -1.60 -0.25 0.93
C5 -1.89 -0.18 -0.31
C6 -3.17 -0.68 -0.93
C7 -0.87 0.44 -1.16
C8 -0.75 0.13 -2.51
C9 0.23 0.71 -3.29
C10 1.12 1.63 -2.74
N4 2.10 2.23 -3.53
C11 3.34 2.65 -3.12
C12 3.95 3.16 -4.23
N5 3.11 3.09 -5.30
C13 2.03 2.52 -4.86
C14 1.00 1.95 -1.39
C15 0.03 1.36 -0.61
H1 0.35 -3.98 4.40
H2 -1.08 -3.24 3.64
H3 -0.20 -4.54 2.81
H4 1.17 -1.82 4.53
H5 2.14 -1.38 3.11
H6 0.11 -0.31 2.08
H7 0.70 0.48 3.57
H8 -1.10 -0.68 4.75
H9 -3.35 -1.16 1.52
H10 -4.02 -0.40 -0.31
H11 -3.15 -1.77 -1.01
H12 -3.31 -0.26 -1.92
H13 -1.40 -0.61 -2.96
H14 0.33 0.43 -4.33
H15 3.70 2.52 -2.12
H16 4.93 3.59 -4.33
H17 1.16 2.34 -5.45
H18 1.67 2.68 -0.95
H19 -0.07 1.62 0.43

Results
LUMO energy: -0.0016 Ha
highest occupied orbital energy: -8.12 eV
E: -1330.15946 hartree
ΔE to the lowest compared entry with this formula, charge and spin: 190.0 kJ/mol
HOMO-LUMO gap: 8.08 eV
SMILES: COCCNC(=S)N/N=C(\C)c1ccc(-n2ccnc2)cc1

---

ORCA calculation (wB97M-V/def2-TZVPD) on one molecule with the formula C15H19NO in a non-equilibrium geometry.

Positions of all 36 atoms, in Å:
C1 2.26 -1.30 0.49
C2 1.21 -0.20 0.44
C3 0.01 -0.27 -0.27
C4 -0.47 -1.47 -0.92
C5 0.21 -2.01 -2.03
C6 -0.21 -3.20 -2.62
C7 -1.31 -3.88 -2.09
O1 -1.74 -5.06 -2.60
C8 -2.01 -3.35 -1.00
C9 -1.61 -2.16 -0.45
C10 -0.95 0.92 -0.41
N1 -0.47 2.11 0.27
C11 -1.17 2.59 1.50
C12 -0.21 3.68 2.00
C13 1.07 3.58 1.17
C14 0.97 2.31 0.37
C15 1.60 1.09 1.09
H1 2.85 -1.23 1.38
H2 2.88 -1.15 -0.38
H3 1.84 -2.31 0.50
H4 1.06 -1.47 -2.42
H5 0.29 -3.64 -3.44
H6 -2.51 -5.35 -2.10
H7 -2.88 -3.85 -0.60
H8 -2.17 -1.76 0.40
H9 -0.97 1.21 -1.44
H10 -1.97 0.64 -0.14
H11 -2.19 2.93 1.29
H12 -1.29 1.75 2.21
H13 -0.04 3.56 3.10
H14 -0.71 4.66 1.83
H15 1.18 4.41 0.46
H16 1.92 3.55 1.86
H17 1.49 2.47 -0.58
H18 2.71 1.17 0.99
H19 1.34 1.01 2.15

Results
LUMO energy: 0.0302 Ha
highest occupied orbital energy: -7.71 eV
E: -712.94012 hartree
ΔE to the lowest compared entry with this formula, charge and spin: 221.3 kJ/mol
HOMO-LUMO gap: 8.53 eV
SMILES: CC1=C(c2ccc(O)cc2)CN2CCC[C@H]2C1